(1)
C5H6OS2 | wB97M-V/def2-TZVPD

Computed properties:
- E_HOMO (alpha / beta): -8.457 / -8.456 eV
- 2S+1: 1
- Relative energy (zero: lowest compared OMol25 entry of this formula, charge and spin): 296.2 kJ/mol

Element x y z (Å)
C  2.14  0.08  -0.05
C  3.12  -0.90  -0.13
C  0.74  0.15  -0.03
C  -0.39  -0.68  0.00
C  -1.79  -0.03  0.05
O  -1.37  -3.04  0.09
S  4.75  -0.53  -0.03
S  -0.14  -2.34  -0.07
H  2.60  1.08  -0.11
H  2.93  -2.03  -0.05
H  0.46  1.28  0.01
H  -1.83  0.20  1.15
H  -2.75  -0.61  -0.24
H  -1.63  0.93  -0.49

---

(2)
C31H36ClF3FeNPSSe2Si | wB97M-V/def2-TZVPD

Computed properties:
- E_HOMO: -7.187 eV
- 2S+1: 1
- Relative energy (zero: lowest compared OMol25 entry of this formula, charge and spin): 28.3 kJ/mol

Element x y z (Å)
Fe  0.37  -0.48  -1.61
C  -4.56  -2.91  -0.34
Si  -3.45  -2.97  1.17
C  -3.83  -4.52  2.17
C  -3.72  -1.48  2.27
C  -1.65  -3.06  0.65
C  -0.81  -4.10  1.03
C  0.53  -4.14  0.65
C  1.01  -3.12  -0.14
N  0.24  -2.11  -0.52
C  -1.06  -2.05  -0.13
S  -1.77  -0.57  -0.70
H  -5.61  -3.05  -0.06
H  -4.28  -3.69  -1.05
H  -4.46  -1.95  -0.85
H  -4.89  -4.54  2.43
H  -3.26  -4.55  3.10
H  -3.61  -5.43  1.61
H  -4.76  -1.44  2.62
H  -3.51  -0.55  1.73
H  -3.07  -1.51  3.15
H  -1.20  -4.90  1.65
H  1.18  -4.95  0.95
H  2.04  -3.10  -0.49
C  -3.33  2.71  -1.09
Se  -1.54  2.85  -1.82
C  -1.94  2.05  -3.56
C  -0.73  1.95  -4.47
Se  0.96  1.37  -3.66
C  1.64  3.16  -3.28
H  -3.66  1.67  -1.17
H  -4.02  3.38  -1.59
H  -3.25  2.97  -0.03
H  -2.70  2.68  -4.04
H  -2.36  1.06  -3.38
H  -0.52  2.91  -4.95
H  -0.91  1.21  -5.24
H  1.78  3.67  -4.23
H  2.61  3.04  -2.79
H  0.96  3.72  -2.65
Cl  2.72  -0.92  -2.14
C  3.68  0.19  -1.19
C  5.01  0.34  -1.54
C  5.80  1.21  -0.82
C  5.26  1.92  0.25
C  3.93  1.76  0.58
C  3.10  0.89  -0.14
P  1.33  0.63  0.25
C  0.85  2.27  0.91
C  1.20  3.41  0.19
C  0.81  4.67  0.62
C  0.06  4.81  1.77
C  -0.29  3.68  2.50
C  0.11  2.42  2.08
C  1.42  -0.42  1.75
C  2.62  -0.89  2.27
C  2.63  -1.73  3.37
C  1.44  -2.11  3.97
C  0.23  -1.65  3.45
C  0.22  -0.82  2.35
H  5.42  -0.22  -2.38
H  6.85  1.33  -1.08
H  5.88  2.60  0.82
H  3.50  2.32  1.40
H  1.78  3.31  -0.71
H  1.09  5.54  0.04
H  -0.26  5.79  2.11
H  -0.88  3.78  3.41
H  -0.17  1.56  2.67
H  3.56  -0.61  1.82
H  3.57  -2.09  3.76
H  1.44  -2.77  4.83
H  -0.71  -1.96  3.90
H  -0.72  -0.48  1.93
F  -1.22  -0.93  -3.96
C  -0.23  -1.52  -3.21
F  -0.70  -2.79  -3.02
F  0.80  -1.72  -4.13

---

(3)
C33H35F4N8OSTl | wB97M-V/def2-TZVPD

Computed properties:
- E_HOMO (alpha / beta): -6.389 / -6.387 eV
- 2S+1: 1

Element x y z (Å)
Tl  -1.26  -0.19  -0.01
C  -3.92  1.65  -0.92
N  -3.80  0.92  0.34
C  -3.79  1.87  1.45
C  -4.87  -0.07  0.46
C  -4.54  -1.35  -0.29
N  -3.31  -1.93  0.21
C  -2.97  -3.21  -0.06
C  -1.76  -3.71  0.48
F  -0.98  -2.85  1.18
C  -1.32  -5.00  0.31
F  -0.15  -5.37  0.86
C  -2.06  -5.93  -0.40
C  -3.24  -5.48  -0.95
F  -4.00  -6.34  -1.65
C  -3.68  -4.18  -0.82
F  -4.85  -3.86  -1.44
H  -4.85  2.24  -0.96
H  -3.93  0.94  -1.76
H  -3.07  2.31  -1.04
H  -4.70  2.49  1.48
H  -2.92  2.52  1.34
H  -3.70  1.32  2.39
H  -5.82  0.32  0.07
H  -5.01  -0.29  1.52
H  -4.45  -1.14  -1.36
H  -5.40  -2.02  -0.16
H  -1.72  -6.95  -0.53
C  -0.58  2.18  -0.22
C  0.54  2.36  -0.76
C  1.73  2.69  -1.32
C  2.93  2.71  -0.47
C  4.05  3.48  -0.76
C  5.18  3.40  0.03
C  5.20  2.56  1.14
C  4.06  1.85  1.49
C  2.93  1.92  0.69
C  1.78  2.94  -2.76
C  0.62  3.33  -3.44
C  0.62  3.50  -4.81
C  1.78  3.27  -5.54
C  2.94  2.88  -4.88
C  2.94  2.71  -3.51
H  4.04  4.17  -1.59
H  6.06  3.99  -0.21
H  6.10  2.48  1.74
H  4.04  1.23  2.37
H  2.05  1.36  0.97
H  -0.28  3.51  -2.87
H  -0.28  3.80  -5.31
H  1.78  3.40  -6.61
H  3.84  2.68  -5.45
H  3.84  2.37  -3.02
C  4.17  -1.51  -3.86
C  4.51  -0.71  -2.60
C  3.49  -0.94  -1.53
N  2.26  -0.59  -1.58
N  1.52  -0.92  -0.49
C  2.21  -1.54  0.43
N  1.74  -1.90  1.63
S  3.89  -1.78  -0.03
H  4.92  -1.33  -4.64
H  3.20  -1.20  -4.23
H  4.14  -2.57  -3.64
H  4.51  0.36  -2.84
H  5.49  -0.98  -2.22
H  0.76  -1.71  1.81
H  2.20  -2.60  2.18
C  -2.06  -1.02  5.98
N  -1.38  -0.51  4.82
C  -0.18  0.29  4.85
C  0.07  0.52  3.35
O  1.02  1.12  2.90
N  -0.92  -0.10  2.64
C  -1.76  -0.68  3.53
N  -2.86  -1.32  3.22
H  -1.47  -0.80  6.86
H  -2.19  -2.11  5.91
H  -3.05  -0.56  6.10
H  0.67  -0.25  5.29
H  -0.31  1.23  5.38
H  -3.08  -1.61  2.19
H  -3.36  -1.81  3.95

---

(4)
C4H9BO2 | wB97M-V/def2-TZVPD

Computed properties:
- E_HOMO: -9.937 eV
- 2S+1: 1
- Relative energy (zero: lowest compared OMol25 entry of this formula, charge and spin): 418.0 kJ/mol

Element x y z (Å)
B  0.03  -3.04  1.06
C  0.07  -1.53  0.58
C  -0.73  1.96  0.42
C  0.89  1.04  -1.26
C  -0.20  0.77  -0.27
O  -0.52  -2.28  -0.28
O  0.32  -0.30  0.70
H  0.96  -3.75  0.64
H  -0.80  -3.19  1.81
H  -0.33  1.88  1.48
H  -0.38  2.88  -0.06
H  -1.83  2.04  0.54
H  1.69  1.73  -0.85
H  0.69  1.51  -2.29
H  1.20  -0.01  -1.51
H  -1.07  0.30  -0.70

---

(5)
C31H29FeN5O7S | wB97M-V/def2-TZVPD

Computed properties:
- E_HOMO (alpha / beta): -1.500 / -1.530 eV
- 2S+1: 5
- Relative energy (zero: lowest compared OMol25 entry of this formula, charge and spin): 10.3 kJ/mol
- Charge: -2
- Expectation value of S²: 6.009

Element x y z (Å)
Fe  -0.51  -0.46  -0.40
O  -2.45  -4.22  0.88
C  -2.20  -3.05  0.52
N  -1.25  -2.22  0.92
C  -0.55  -2.51  2.09
C  -1.05  -3.30  3.14
C  -0.34  -3.45  4.32
C  0.89  -2.83  4.48
C  1.40  -2.05  3.45
C  0.69  -1.86  2.26
N  1.07  -1.00  1.23
C  2.35  -0.71  1.08
O  3.36  -1.22  1.60
C  2.61  0.43  0.12
C  3.91  0.76  -0.27
C  4.10  1.83  -1.11
C  2.99  2.56  -1.54
C  1.74  2.16  -1.10
N  1.55  1.12  -0.30
C  -3.16  -2.42  -0.45
C  -4.46  -2.91  -0.58
C  -5.34  -2.23  -1.40
C  -4.88  -1.12  -2.09
C  -3.56  -0.73  -1.93
N  -2.72  -1.36  -1.12
H  -2.00  -3.79  3.00
H  -0.76  -4.06  5.11
H  1.46  -2.96  5.39
H  2.36  -1.58  3.56
H  4.71  0.15  0.11
H  5.09  2.11  -1.44
H  3.09  3.42  -2.19
H  0.84  2.69  -1.40
H  -4.73  -3.79  -0.02
H  -6.36  -2.57  -1.50
H  -5.54  -0.55  -2.74
H  -3.17  0.11  -2.47
C  1.80  5.39  3.19
C  0.74  4.56  2.52
C  -0.22  5.15  1.71
C  -1.18  4.37  1.06
C  -1.19  3.00  1.25
C  -0.24  2.40  2.07
C  0.71  3.18  2.69
S  -2.22  1.95  0.23
O  -3.34  2.76  -0.21
O  -2.50  0.80  1.08
N  -1.25  1.51  -0.89
C  -1.38  1.91  -2.28
C  -0.87  0.76  -3.17
O  -0.70  1.00  -4.37
O  -0.68  -0.36  -2.59
H  1.86  6.39  2.75
H  2.78  4.92  3.10
H  1.60  5.51  4.26
H  -0.21  6.22  1.56
H  -1.92  4.82  0.42
H  -0.24  1.32  2.19
H  1.47  2.70  3.32
H  -0.76  2.78  -2.53
H  -2.41  2.17  -2.54
C  1.68  -3.64  -2.78
C  1.65  -2.41  -3.69
C  2.04  -1.31  -2.72
O  1.42  -1.67  -1.48
C  1.15  -3.08  -1.46
H  2.70  -4.00  -2.65
H  1.07  -4.46  -3.14
H  0.64  -2.21  -4.04
H  2.33  -2.48  -4.54
H  1.66  -0.33  -3.01
H  3.13  -1.26  -2.57
H  0.06  -3.21  -1.37
H  1.62  -3.51  -0.57

---

| no. | M (g/mol) | strongest force on any atom (eV/A) | E_tot (eV) |
| --- | --- | --- | --- |
| 1 | 146.24 | 4.0 | -28996.8857 |
| 2 | 819.98 | 0.9 | -247979.7428 |
| 3 | 872.14 | 2.1 | -75152.3892 |
| 4 | 99.93 | 3.2 | -9063.2369 |
| 5 | 671.51 | 0.6 | -99627.5089 |